52
Properties=species:S:1:pos:R:3 method="wB97M-V/def2-TZVPD" smiles="CCOCCCN(C)C1CCN(S(=O)(=O)c2csc(C(N)=O)c2)CC1" max_force_ev_per_a=1.134 molar_mass_g_mol=389.543 orbital_gap_ev=8.39 e_tot_ev=-51360.6068
C -2.9377 -0.8256 3.4039
C -3.5043 -0.1715 2.1540
O -2.4629 0.4535 1.4314
C -2.9376 1.2173 0.3418
C -1.8196 2.1103 -0.1944
H -2.2670 3.0122 -0.6136
H -1.1965 2.4006 0.6506
C -0.9745 1.4142 -1.2770
N 0.2407 2.0923 -1.6845
C 0.0785 3.5042 -1.9408
H -0.0145 4.1187 -1.0341
H 0.9366 3.8616 -2.5106
H -0.8139 3.6466 -2.5486
C 1.4799 1.7256 -1.0187
C 1.4191 1.6566 0.5172
H 0.6472 0.9517 0.8222
H 1.1718 2.6399 0.9220
C 2.7656 1.2124 1.0924
N 3.2470 -0.0108 0.5018
S 2.8767 -1.4501 1.2310
O 3.7553 -2.4382 0.6774
O 2.8709 -1.2254 2.6450
C 1.2229 -1.9076 0.7240
C 0.0781 -1.4632 1.3130
S -1.3189 -2.0251 0.5080
C -0.3526 -2.9105 -0.6245
C 0.9855 -2.7426 -0.3827
H 1.7928 -3.1736 -0.9459
C -1.0668 -3.6604 -1.6730
O -2.2610 -3.5339 -1.8498
N -0.2968 -4.4828 -2.4251
H 0.6723 -4.6448 -2.2233
H -0.7475 -5.0402 -3.1311
H -0.0109 -0.8400 2.1796
C 3.3173 -0.0008 -0.9379
H 3.6348 -0.9984 -1.2431
C 1.9843 0.3867 -1.5806
H 1.2448 -0.3916 -1.3973
H 2.1080 0.4803 -2.6598
H 4.0921 0.7163 -1.2328
H 2.6936 1.0309 2.1653
H 3.5209 1.9873 0.9156
H 2.2167 2.4911 -1.2917
H -0.7149 0.4131 -0.9354
H -1.5998 1.3019 -2.1720
H -3.7736 1.8458 0.6871
H -3.3209 0.5526 -0.4472
H -4.0029 -0.9201 1.5200
H -4.2531 0.5854 2.4378
H -2.3821 -0.0935 3.9840
H -3.7501 -1.2158 4.0103
H -2.2731 -1.6426 3.1401